1.
Entry from the OMol25 dataset: a molecular structure, C62H53CoN6P2S4 in a non-equilibrium geometry (ωB97M-V with the def2-TZVPD basis set).

Calculated values
Frontier orbital gap (spin up / spin down) = 7.11 / 7.32 eV
Multiplicity = 2
Energy relative to the best compared isomer or geometry (same formula, charge and spin) = 35.52 kcal per mole
Total charge = +1
F_max = 0.0436 hartree/bohr
Expectation value of S² = 0.929
Lowest unoccupied orbital energy (spin up / spin down) = -2.4 / -2.2 eV

Positions of all 128 atoms, in Å:
Co 0.195 0.021 -1.239
N 0.834 1.216 0.202
S 0.551 1.439 1.625
N 1.032 0.283 2.711
S 0.222 -0.834 3.405
N -0.675 -1.809 2.604
S -0.317 -2.182 1.010
N -0.674 -1.085 0.106
C 1.357 -2.836 1.240
C 2.476 -2.217 0.721
C 3.722 -2.767 0.980
C 3.836 -3.900 1.771
C 2.704 -4.490 2.310
C 1.455 -3.959 2.040
C -1.373 -3.612 0.767
C -0.957 -4.640 -0.062
C -1.852 -5.647 -0.388
C -3.147 -5.617 0.107
C -3.549 -4.586 0.942
C -2.665 -3.570 1.263
C 1.485 -1.744 4.305
C 1.054 -2.758 5.145
C 1.994 -3.534 5.797
C 3.346 -3.291 5.604
C 3.762 -2.264 4.772
C 2.829 -1.482 4.113
C -0.865 -0.205 4.692
C -0.353 0.632 5.671
C -1.205 1.114 6.650
C -2.547 0.762 6.640
C -3.047 -0.068 5.649
C -2.202 -0.555 4.667
C 1.509 2.842 2.245
C 1.308 4.064 1.621
C 2.054 5.161 2.013
C 2.993 5.030 3.025
C 3.184 3.807 3.646
C 2.443 2.704 3.256
C -1.138 1.804 2.184
C -1.320 2.597 3.303
C -2.602 2.803 3.785
C -3.683 2.208 3.155
C -3.489 1.413 2.037
C -2.210 1.215 1.543
H 2.372 -1.325 0.114
H 4.606 -2.315 0.559
H 4.809 -4.326 1.968
H 2.790 -5.361 2.940
H 0.560 -4.407 2.447
H 0.045 -4.648 -0.461
H -1.538 -6.452 -1.035
H -3.843 -6.400 -0.157
H -4.553 -4.567 1.340
H -2.958 -2.743 1.889
H -0.005 -2.927 5.268
H 1.671 -4.326 6.452
H 4.076 -3.914 6.096
H 4.814 -2.073 4.635
H 3.124 -0.685 3.448
H 0.696 0.893 5.662
H -0.823 1.759 7.427
H -3.206 1.136 7.409
H -4.089 -0.344 5.646
H -2.548 -1.207 3.882
H 0.567 4.138 0.841
H 1.904 6.119 1.539
H 3.579 5.883 3.329
H 3.911 3.711 4.439
H 2.576 1.741 3.725
H -0.473 3.053 3.793
H -2.755 3.420 4.659
H -4.680 2.366 3.537
H -4.332 0.944 1.551
H -2.026 0.597 0.678
C 0.145 3.228 -3.716
N -0.146 1.796 -3.618
P -1.413 1.279 -2.524
C -2.776 2.454 -2.885
C -3.642 2.752 -1.839
C -4.721 3.595 -2.039
C -4.932 4.163 -3.284
C -4.080 3.861 -4.334
C -3.014 3.003 -4.142
C -2.134 -0.166 -3.392
C -2.391 -0.199 -4.758
C -3.028 -1.290 -5.318
C -3.432 -2.346 -4.518
C -3.198 -2.313 -3.155
C -2.546 -1.231 -2.594
P 1.185 0.749 -3.170
C 1.541 -0.171 -4.689
C 0.817 -0.045 -5.864
C 1.122 -0.845 -6.949
C 2.157 -1.761 -6.869
C 2.910 -1.861 -5.709
C 2.599 -1.075 -4.617
C 2.637 1.855 -3.101
C 3.364 2.177 -4.243
C 4.468 3.003 -4.146
C 4.850 3.519 -2.918
C 4.119 3.216 -1.781
C 3.018 2.381 -1.870
H -0.784 3.794 -3.661
H 0.624 3.424 -4.676
H 0.812 3.578 -2.925
H -3.456 2.314 -0.866
H -5.392 3.816 -1.221
H -5.753 4.848 -3.433
H -4.251 4.295 -5.308
H -2.366 2.772 -4.974
H -2.089 0.626 -5.383
H -3.210 -1.321 -6.382
H -3.936 -3.193 -4.955
H -3.503 -3.141 -2.531
H -2.336 -1.217 -1.532
H 0.023 0.682 -5.922
H 0.548 -0.752 -7.858
H 2.373 -2.404 -7.710
H 3.733 -2.560 -5.650
H 3.160 -1.160 -3.693
H 3.071 1.771 -5.201
H 5.037 3.239 -5.033
H 5.718 4.156 -2.848
H 4.410 3.619 -0.822
H 2.448 2.119 -0.987
S 1.054 -2.414 -1.988
C 0.208 -2.756 -3.351
N -0.367 -3.071 -4.300

Atom charges from the Löwdin analysis, given in e for atoms 1 to 2:
1. Co 0.06
2. N -0.32

---

2.
Entry from the OMol25 dataset: a molecular structure, C62H55AsBrF3IN2O2Ru in a non-equilibrium geometry (ωB97M-V with the def2-TZVPD basis set).

Calculated values
Frontier orbital gap (spin up / spin down) = 6.12 / 6.18 eV
Multiplicity = 2
Energy relative to the best compared isomer or geometry (same formula, charge and spin) = 20.89 kcal per mole
Total charge = 0
F_max = 0.0196 hartree/bohr
Expectation value of S² = 0.794
Lowest unoccupied orbital energy (spin up / spin down) = -0.2 / -0.1 eV

Positions of all 128 atoms, in Å:
Ru -0.910 -0.008 -0.381
I -1.023 2.392 0.987
C -2.919 1.813 1.651
C -3.300 2.270 2.884
C -4.509 1.825 3.459
C -5.257 0.896 2.803
C -4.863 0.392 1.537
C -5.599 -0.674 0.945
C -5.201 -1.228 -0.237
C -4.123 -0.663 -0.942
C -3.414 0.418 -0.442
C -3.715 0.905 0.888
H -2.657 2.938 3.437
H -4.807 2.193 4.430
H -6.160 0.504 3.252
H -6.476 -1.040 1.461
H -5.723 -2.077 -0.655
H -3.864 -1.031 -1.921
C -2.921 -7.596 -1.162
C -3.666 -6.469 -0.434
C -5.114 -6.416 -0.938
C -3.687 -6.795 1.058
C -2.983 -5.135 -0.711
C -2.508 -4.304 0.285
C -1.913 -3.105 -0.068
Br -1.251 -1.970 1.315
C -1.744 -2.646 -1.374
O -1.177 -1.511 -1.669
C -2.217 -3.510 -2.400
C -2.815 -4.702 -2.034
C -2.040 -3.114 -3.871
C -0.544 -2.963 -4.190
C -2.751 -1.787 -4.163
C -2.618 -4.164 -4.822
H -3.372 -8.561 -0.928
H -1.875 -7.625 -0.856
H -2.952 -7.466 -2.242
H -5.622 -7.361 -0.743
H -5.155 -6.226 -2.010
H -5.665 -5.622 -0.434
H -4.174 -7.757 1.214
H -4.242 -6.049 1.625
H -2.680 -6.860 1.469
H -2.587 -4.560 1.330
H -3.186 -5.342 -2.817
H -0.110 -2.139 -3.623
H -0.412 -2.768 -5.256
H -0.005 -3.879 -3.940
H -2.361 -0.990 -3.532
H -3.825 -1.881 -3.998
H -2.597 -1.510 -5.207
H -2.119 -5.127 -4.719
H -2.477 -3.825 -5.849
H -3.686 -4.311 -4.669
C 4.617 0.290 5.710
C 4.790 1.314 4.793
C 4.062 1.329 3.611
C 3.157 0.315 3.333
C 2.964 -0.692 4.274
C 3.691 -0.711 5.452
As 2.182 0.119 1.625
C 3.263 1.346 0.574
C 3.066 2.709 0.425
C 3.969 3.460 -0.319
C 5.057 2.840 -0.919
C 5.245 1.473 -0.789
C 4.351 0.718 -0.041
C 4.430 -0.740 0.186
C 5.404 -1.590 -0.326
C 5.361 -2.944 -0.029
C 4.352 -3.455 0.780
C 3.374 -2.612 1.289
C 3.413 -1.261 0.989
H 5.198 0.272 6.621
H 5.502 2.104 4.991
H 4.214 2.138 2.905
H 2.240 -1.479 4.085
H 3.537 -1.507 6.168
H 2.218 3.197 0.894
H 3.827 4.526 -0.424
H 5.757 3.424 -1.499
H 6.093 1.003 -1.269
H 6.202 -1.202 -0.945
H 6.126 -3.603 -0.419
H 4.325 -4.513 1.008
H 2.579 -3.016 1.906
C 4.240 -2.267 -3.942
N 2.970 -2.132 -3.254
N 2.488 -0.880 -2.915
C 1.670 -0.991 -1.806
O 1.120 0.005 -1.318
C 1.663 -2.377 -1.462
C 2.489 -3.012 -2.331
C 2.889 -4.443 -2.380
C 2.493 0.193 -3.832
C 2.475 -0.063 -5.198
C 2.471 0.994 -6.094
C 2.456 2.301 -5.633
C 2.435 2.543 -4.267
C 2.462 1.498 -3.358
H 4.666 -1.279 -4.098
H 4.112 -2.751 -4.910
H 4.932 -2.848 -3.331
H 1.083 -2.816 -0.671
H 2.267 -5.013 -1.695
H 3.930 -4.572 -2.079
H 2.769 -4.850 -3.384
H 2.430 -1.081 -5.557
H 2.463 0.790 -7.155
H 2.456 3.125 -6.333
H 2.398 3.557 -3.895
H 2.441 1.684 -2.298
F 0.873 5.447 -6.575
C -0.034 4.501 -6.877
F -1.048 5.134 -7.502
F 0.533 3.690 -7.783
C -0.505 3.761 -5.654
C -0.629 2.378 -5.665
C -1.107 1.721 -4.546
C -1.481 2.445 -3.411
C -1.298 3.833 -3.391
C -0.825 4.487 -4.509
C -2.083 1.777 -2.303
C -2.520 1.115 -1.366
H -0.349 1.816 -6.543
H -1.191 0.644 -4.537
H -1.541 4.382 -2.493
H -0.701 5.560 -4.497

Atom charges from the Löwdin analysis, given in e for atoms 1 to 2:
1. Ru 0.57
2. I 1.11